Computed, not measured: a single C27H34FN5O3 molecule, with ωB97M-V/def2-TZVPD.

Cartesian coordinates (Å):
O -4.326 -2.517 1.404
C -4.381 -1.751 0.465
C -4.528 -2.208 -0.978
C -3.158 -2.317 -1.661
C -2.271 -3.400 -1.027
C -1.130 -2.848 -0.174
C -0.048 -2.184 -1.026
N 1.125 -1.828 -0.236
C 1.009 -0.722 0.571
O -0.012 -0.068 0.638
N 2.108 -0.389 1.311
C 3.311 -1.050 1.256
C 4.409 -0.630 2.003
C 5.600 -1.321 1.913
C 5.714 -2.434 1.087
C 4.630 -2.856 0.348
C 3.419 -2.168 0.425
C 2.273 -2.602 -0.378
O 2.296 -3.552 -1.130
N -4.322 -0.408 0.603
C -4.071 0.247 1.867
C -2.824 1.128 1.803
C -3.080 2.462 1.070
N -1.959 3.018 0.338
C -0.757 3.167 1.139
C 0.291 3.966 0.356
N 0.603 3.298 -0.893
C 1.618 2.376 -1.009
C 1.526 1.252 -1.848
C 2.579 0.382 -2.050
C 3.793 0.574 -1.415
C 3.926 1.665 -0.575
C 2.872 2.534 -0.391
F 3.120 3.593 0.433
C -0.615 3.160 -1.661
C -1.649 2.324 -0.901
H -5.159 -1.506 -1.526
H -5.011 -3.185 -0.978
H -3.324 -2.547 -2.716
H -2.659 -1.348 -1.612
H -2.890 -4.032 -0.390
H -1.843 -4.034 -1.807
H -0.673 -3.673 0.377
H -1.522 -2.134 0.552
H -0.424 -1.269 -1.489
H 0.295 -2.873 -1.799
H 2.026 0.441 1.883
H 4.320 0.237 2.641
H 6.451 -0.991 2.489
H 6.652 -2.964 1.025
H 4.685 -3.714 -0.303
H -4.317 0.172 -0.221
H -3.941 -0.553 2.599
H -4.945 0.846 2.153
H -2.035 0.572 1.297
H -2.483 1.332 2.819
H -3.895 2.342 0.350
H -3.397 3.219 1.794
H -0.326 2.191 1.408
H -1.017 3.705 2.054
H -0.117 4.952 0.110
H 1.175 4.105 0.970
H 0.599 1.044 -2.356
H 2.445 -0.463 -2.709
H 4.617 -0.104 -1.567
H 4.854 1.869 -0.063
H -0.406 2.745 -2.646
H -1.020 4.168 -1.797
H -2.564 2.243 -1.495
H -1.242 1.317 -0.721

Atoms 1-6, force components in eV/Å:
0.11 -0.37 0.30
-0.34 -0.01 -0.57
0.17 -0.02 0.04
-0.12 -0.22 -0.02
0.12 0.11 0.09
0.01 -0.07 -0.18

The total energy comes out at -44864.027 eV. Its SMILES is O=C(CCCCCn1c(=O)[nH]c2ccccc2c1=O)NCCCN1CCN(c2ccccc2F)CC1. As for the HOMO energy: -7.71 eV. As for the gap between HOMO and LUMO: 7.970 eV.

***

Computed, not measured: a gas-phase ion, C2H9N2 (charge +1), with ωB97M-V/def2-TZVPD.

Cartesian coordinates (Å):
N 2.038 -0.030 -0.009
C 0.750 -0.515 -0.361
C -0.313 0.381 0.297
N -1.758 0.074 -0.049
H 2.535 -0.411 0.820
H 2.233 0.929 -0.296
H 0.785 -1.625 -0.051
H 0.516 -0.469 -1.465
H -0.193 1.470 0.122
H -0.264 0.191 1.422
H -1.772 -0.330 -0.958
H -2.187 -0.643 0.584
H -2.371 0.977 -0.058

Atoms 1-6, force components in eV/Å:
0.80 0.38 0.04
-0.21 -1.15 -0.48
-0.15 -0.21 3.04
-1.40 1.21 0.96
-0.83 0.69 -1.15
0.27 -0.61 0.49

The total energy comes out at -5192.771 eV. Its SMILES is NCC[NH3+]. As for the HOMO energy: -13.24 eV. As for the total charge: +1. As for the gap between HOMO and LUMO: 9.214 eV.

***

Computed, not measured: 2 unconnected molecules or ions with the total composition C5H14, with ωB97M-V/def2-TZVPD.

Cartesian coordinates (Å):
C -0.617 -0.472 1.324
C 0.659 -1.292 1.298
C -0.720 0.111 2.799
H -0.621 0.440 0.701
H -1.396 -1.162 0.984
H 1.493 -0.659 0.992
H -0.965 -0.719 3.459
H 0.168 0.601 3.196
H 0.437 -2.075 0.562
H 0.960 -1.848 2.213
H -1.535 0.850 2.711
C 0.862 0.382 -2.306
C -0.385 1.130 -2.787
H 1.658 0.336 -3.060
H 1.322 0.879 -1.445
H 0.596 -0.635 -2.016
H -0.157 2.201 -2.856
H -0.635 0.777 -3.788
H -1.126 1.156 -1.981

Atoms 1-6, force components in eV/Å:
-0.68 0.06 -1.56
0.73 -0.54 0.75
0.34 -0.09 1.05
-0.23 -0.27 0.16
-0.23 0.58 0.24
-0.01 0.38 0.38

The total energy comes out at -5400.704 eV. As for the HOMO energy (spin up / spin down): -14.75 / -14.74 eV. As for the total charge: +1. As for the expectation value of S²: 0.75. Its multiplicity is 2. As for the gap between HOMO and LUMO (spin up / spin down): 11.586 / 4.093 eV.

***

Computed, not measured: a single C6H13NOS2 molecule, with ωB97M-V/def2-TZVPD.

Cartesian coordinates (Å):
C 0.437 -2.080 1.248
C -1.735 -1.232 0.863
C 0.227 0.260 0.879
C -0.300 1.183 -0.139
C -0.159 0.842 -1.600
C 1.212 0.793 -2.197
H -0.125 -2.995 1.136
H 1.506 -2.216 0.881
H 0.480 -1.943 2.371
H -1.926 -1.424 2.009
H -2.018 -2.181 0.236
H -2.268 -0.179 0.543
H -0.072 0.610 1.845
H 1.263 0.156 0.746
H -1.375 1.362 0.194
H -0.814 1.545 -2.167
H -0.605 -0.100 -1.843
H 1.759 -0.297 -2.069
H 1.143 0.996 -3.315
N -0.316 -1.094 0.487
O 1.032 3.026 1.332
S 2.168 2.205 -1.371
S 0.486 2.764 -0.072

Atoms 1-6, force components in eV/Å:
0.95 -0.71 0.36
-0.84 0.46 -0.68
-1.04 -2.08 -1.60
-1.19 0.79 0.03
-2.01 -0.13 -1.09
2.24 -1.02 -0.54

The total energy comes out at -31638.301 eV. As for the HOMO energy: -8.83 eV. As for the gap between HOMO and LUMO: 9.258 eV.

***

Computed, not measured: a molecular structure, C5H5NS, with ωB97M-V/def2-TZVPD.

Cartesian coordinates (Å):
C -0.588 -0.073 0.111
C -0.603 1.504 0.305
C 0.685 1.975 -0.232
C -1.862 -0.716 -0.004
C -3.104 -0.678 -0.157
H 2.063 0.642 0.251
H -1.598 2.029 0.681
H 0.579 3.234 -0.322
H 1.827 1.414 -0.691
H -4.337 -0.293 -0.306
N 0.386 -0.932 0.028
S 1.975 -0.786 0.003

Atoms 1-6, force components in eV/Å:
0.28 -0.04 0.85
4.32 -2.39 -2.49
-3.03 3.66 0.47
-5.52 1.52 -0.52
-0.39 1.53 -0.01
0.86 -2.70 0.64

The total energy comes out at -17582.941 eV. As for the HOMO energy: -8.49 eV. As for the gap between HOMO and LUMO: 8.331 eV.

***

Computed, not measured: 6 unconnected molecules or ions with the total composition C19H52INO20P5, with ωB97M-V/def2-TZVPD.

Cartesian coordinates (Å):
I -1.509 0.718 -0.570
C -1.998 -1.208 -1.499
C -2.928 -0.794 -2.661
N -2.151 -0.412 -3.632
C -0.707 -0.543 -3.360
C -0.727 -1.682 -2.294
H -2.387 -1.806 -0.660
H -4.025 -0.824 -2.641
H -2.536 -0.064 -4.504
H -0.090 0.356 -3.208
H -0.322 -1.028 -4.285
H -1.037 -2.612 -2.815
H 0.121 -1.763 -1.598
C 5.118 -0.448 -4.711
O 4.520 0.448 -5.664
P 2.926 0.510 -5.723
O 2.232 -0.659 -5.143
O 2.637 0.758 -7.270
C 2.913 -0.332 -8.152
O 2.561 1.899 -5.042
C 3.260 3.080 -5.448
H 4.984 -1.479 -5.038
H 6.183 -0.231 -4.659
H 4.679 -0.314 -3.721
H 2.447 -1.250 -7.791
H 3.991 -0.477 -8.242
H 2.506 -0.092 -9.132
H 3.556 3.036 -6.496
H 4.146 3.208 -4.825
H 2.602 3.935 -5.306
C -1.211 3.113 4.958
O -1.801 4.005 4.001
P -3.398 4.030 3.906
O -4.073 2.839 4.449
O -3.652 4.293 2.350
C -3.327 3.221 1.478
O -3.815 5.403 4.585
C -3.136 6.603 4.209
H -1.318 2.083 4.614
H -0.152 3.351 5.042
H -1.678 3.226 5.936
H -3.782 2.291 1.824
H -2.242 3.102 1.421
H -3.711 3.454 0.485
H -2.810 6.576 3.169
H -2.271 6.748 4.857
H -3.820 7.439 4.340
C 3.013 7.248 7.229
O 2.822 6.293 8.279
P 2.203 4.872 7.876
O 1.480 4.853 6.593
O 1.325 4.495 9.152
C 0.145 5.271 9.365
O 3.431 3.868 7.963
C 4.271 3.891 9.119
H 2.048 7.637 6.902
H 3.611 8.069 7.620
H 3.535 6.799 6.383
H -0.455 5.319 8.455
H 0.412 6.280 9.683
H -0.441 4.796 10.148
H 3.718 4.169 10.017
H 5.087 4.597 8.961
H 4.688 2.895 9.260
C 2.698 -5.072 -3.629
O 3.409 -5.829 -4.612
P 4.865 -5.302 -5.028
O 5.118 -3.885 -4.716
O 4.948 -5.679 -6.574
C 4.110 -4.934 -7.457
O 5.867 -6.324 -4.342
C 5.638 -7.728 -4.483
H 2.357 -4.131 -4.063
H 1.832 -5.653 -3.315
H 3.326 -4.872 -2.760
H 4.229 -3.861 -7.289
H 3.066 -5.216 -7.309
H 4.399 -5.165 -8.480
H 5.168 -7.970 -5.437
H 5.004 -8.076 -3.667
H 6.598 -8.239 -4.428
C -7.346 -3.779 -0.961
O -7.072 -3.569 0.428
P -5.681 -4.126 0.996
O -5.048 -5.168 0.171
O -6.054 -4.565 2.480
C -6.895 -5.714 2.613
O -4.792 -2.823 1.212
C -5.348 -1.693 1.893
H -7.568 -4.831 -1.139
H -8.216 -3.183 -1.230
H -6.499 -3.472 -1.577
H -6.506 -6.548 2.026
H -7.909 -5.476 2.288
H -6.917 -6.002 3.661
H -6.083 -1.983 2.644
H -5.820 -1.033 1.163
H -4.539 -1.155 2.384

Atoms 1-6, force components in eV/Å:
-0.37 -0.25 0.29
-0.15 0.25 -0.48
2.03 -0.13 1.14
-1.57 0.24 0.80
1.25 -2.68 -1.84
-1.60 1.30 0.79

The total energy comes out at -117536.333 eV. As for the HOMO energy: -12.15 eV. As for the total charge: +1. As for the gap between HOMO and LUMO: 7.567 eV.